{
  "formula": "C39H41BrCaN20O6Se",
  "method": "ωB97M-V with the def2-TZVPD basis set",
  "symbols": ["Br", "Se", "Ca", "O", "O", "O", "O", "O", "O", "N", "N", "N", "N", "N", "N", "N", "N", "N", "N", "N", "N", "N", "N", "N", "N", "N", "N", "N", "N", "C", "C", "C", "C", "C", "C", "C", "C", "C", "C", "C", "C", "C", "C", "C", "C", "C", "C", "C", "C", "C", "C", "C", "C", "C", "C", "C", "C", "C", "C", "C", "C", "C", "C", "C", "C", "C", "C", "C", "H", "H", "H", "H", "H", "H", "H", "H", "H", "H", "H", "H", "H", "H", "H", "H", "H", "H", "H", "H", "H", "H", "H", "H", "H", "H", "H", "H", "H", "H", "H", "H", "H", "H", "H", "H", "H", "H", "H", "H", "H"],
  "positions_angstrom": [[-8.418, -3.430, -3.024], [-1.777, -3.662, -0.231], [1.215, -0.858, -0.725], [2.438, 4.781, 5.294], [0.756, 3.842, 4.343], [-1.912, -4.564, -4.820], [3.321, -0.089, 0.307], [1.585, 1.289, 0.150], [-1.553, -3.090, -3.152], [4.499, 5.954, -0.982], [1.952, 4.007, 4.486], [3.151, 5.135, -2.438], [3.402, -4.417, 0.720], [0.813, 1.786, -2.995], [-3.168, -3.640, 2.297], [-0.189, -0.867, 1.585], [4.365, -2.369, -3.381], [3.828, -1.476, -4.234], [1.837, 3.603, -3.690], [1.571, -3.504, 1.382], [-1.003, -3.877, 2.467], [4.398, 5.584, -2.203], [-0.970, -0.435, -1.791], [-1.388, 1.630, 0.469], [2.468, -4.389, 1.668], [2.730, -1.002, -3.759], [3.758, -3.223, -1.279], [1.878, -2.897, 0.213], [2.488, -1.564, -2.547], [-2.274, 0.105, -1.414], [2.673, 0.911, 0.668], [3.012, -3.488, -0.157], [-2.011, -3.740, 1.565], [-0.875, -3.975, 4.987], [-3.786, -3.688, -3.688], [3.240, 1.983, -2.401], [-5.691, -2.741, -2.531], [-2.259, -3.794, -3.912], [4.227, 3.342, 3.859], [-4.655, -4.469, -4.442], [-1.691, -3.943, 6.114], [0.537, 3.688, -4.151], [0.740, 4.989, 0.362], [5.085, 2.629, 3.039], [-6.526, -3.534, -3.297], [1.615, 5.577, 1.302], [-1.861, 0.963, 1.665], [-2.882, -3.740, 3.647], [4.575, 1.831, 2.024], [3.517, -2.396, -2.363], [2.864, 3.241, 3.629], [-3.696, -3.714, 4.765], [3.290, 5.732, -0.362], [-2.183, 1.477, -0.735], [1.958, 2.418, -3.009], [-4.484, -3.504, 1.724], [-3.075, -3.818, 6.007], [3.206, 1.760, 1.800], [-1.491, -3.879, 3.753], [2.805, 4.654, -3.765], [-6.029, -4.402, -4.254], [1.106, 4.787, -0.947], [-4.319, -2.831, -2.735], [-0.070, 2.555, -3.714], [-1.595, -0.538, 1.814], [2.334, 2.478, 2.604], [2.895, 5.943, 0.965], [2.404, 5.188, -1.295], [-6.103, -2.068, -1.789], [-4.358, -3.288, 0.663], [3.582, 6.364, 1.687], [4.590, 3.966, 4.661], [-1.089, 2.242, -3.876], [2.356, 5.463, -4.343], [-2.931, 0.225, -2.288], [6.154, 2.691, 3.196], [-3.679, -3.799, 6.905], [1.270, 2.453, 2.413], [-0.544, 0.159, -2.502], [-0.408, 1.432, 0.299], [-1.240, -4.016, 7.095], [-3.631, -2.247, -2.137], [0.384, -0.500, 2.341], [4.599, -3.768, -1.359], [1.263, 5.718, 2.316], [3.733, 4.345, -4.244], [-5.020, -2.690, 2.213], [4.055, 2.056, -3.124], [0.434, 4.310, -1.648], [-2.760, -0.619, -0.758], [-3.206, 1.800, -0.505], [-4.770, -3.614, 4.678], [-0.017, -3.860, 2.145], [3.487, 2.585, -1.524], [-2.182, -1.115, 1.103], [-0.238, 4.657, 0.686], [-1.930, -0.830, 2.823], [0.189, 4.532, -4.721], [-0.046, -1.873, 1.611], [-5.052, -4.431, 1.827], [5.226, 1.241, 1.391], [-2.943, 1.125, 1.739], [3.157, 0.945, -2.100], [-6.704, -5.014, -4.838], [0.200, -4.071, 5.067], [-4.217, -5.130, -5.178], [-1.419, 1.473, 2.532], [-1.792, 2.191, -1.467], [-1.108, -1.352, -2.242]],
  "relative_energy_kj_mol": 0.00,
  "e_homo_ev": -2.99,
  "total_charge": -2
}

=====

{
  "formula": "C39H41IrN2O8P4",
  "method": "ωB97M-V with the def2-TZVPD basis set",
  "symbols": ["Ir", "P", "P", "P", "P", "O", "O", "O", "O", "O", "O", "O", "O", "N", "N", "C", "C", "C", "C", "C", "C", "C", "C", "C", "C", "C", "C", "C", "C", "C", "C", "C", "C", "C", "C", "C", "C", "C", "C", "C", "C", "C", "C", "C", "C", "C", "C", "C", "C", "C", "C", "C", "C", "C", "H", "H", "H", "H", "H", "H", "H", "H", "H", "H", "H", "H", "H", "H", "H", "H", "H", "H", "H", "H", "H", "H", "H", "H", "H", "H", "H", "H", "H", "H", "H", "H", "H", "H", "H", "H", "H", "H", "H", "H", "H"],
  "positions_angstrom": [[0.050, 1.737, -0.450], [3.257, 1.827, 1.112], [0.314, 0.154, -2.040], [-1.561, -1.126, 0.881], [1.102, 3.714, 2.045], [-2.383, 1.572, -0.895], [2.468, 2.550, -0.026], [0.799, 0.340, 0.861], [0.022, 3.153, 1.158], [1.499, 1.293, 3.123], [0.478, 4.438, 3.310], [1.957, 4.782, 1.294], [4.565, 2.816, 1.292], [-2.351, 2.847, -1.119], [0.879, -1.822, -0.118], [-2.569, -2.470, -3.233], [-3.191, -0.543, 4.618], [-1.994, -0.413, 2.517], [0.324, -1.025, 0.947], [3.106, 2.991, 3.808], [2.068, 0.502, -5.708], [-2.223, -5.112, 0.366], [1.230, 0.111, -4.676], [-1.124, 3.381, -1.342], [-1.607, -2.928, 1.197], [-0.938, 4.747, -1.385], [-1.939, 0.204, -3.621], [-2.046, 5.571, -1.269], [1.341, 0.713, -3.422], [2.304, 1.699, -3.205], [-2.811, 0.753, 4.936], [-1.133, -0.590, -2.807], [1.554, -3.037, 0.216], [2.233, 2.469, 2.687], [1.392, -4.143, -0.612], [-1.452, -1.927, -2.611], [-3.368, -1.678, -4.041], [3.020, 1.491, -5.494], [-2.244, -3.728, 0.253], [-2.047, 1.478, 4.033], [-0.939, -4.919, 2.389], [-3.301, 4.998, -1.114], [-3.442, 3.626, -1.033], [2.830, -5.451, 0.806], [-1.563, -5.708, 1.429], [-1.656, 0.904, 2.830], [2.375, -3.145, 1.334], [-3.053, -0.338, -4.236], [2.999, -4.349, 1.629], [1.370, -1.153, -1.309], [2.030, -5.339, -0.322], [-0.965, -3.539, 2.275], [3.139, 2.084, -4.245], [-2.788, -1.120, 3.422], [0.487, -0.657, -4.850], [-0.841, -2.542, -1.964], [-2.722, -5.724, -0.375], [-4.238, -2.103, -4.524], [0.966, 1.491, 3.905], [-0.430, -5.383, 3.224], [1.565, -1.896, -2.083], [-1.689, 1.247, -3.789], [-3.675, 0.280, -4.870], [-1.112, 1.520, 2.125], [2.425, 2.151, -2.226], [2.317, -0.619, -1.129], [-3.124, 1.199, 5.871], [-1.933, 6.645, -1.306], [3.665, 3.864, 3.477], [-0.344, 2.670, -1.879], [3.670, 1.796, -6.303], [0.001, 5.259, 3.129], [1.040, 0.698, 1.768], [3.321, -6.386, 1.036], [-3.092, -2.134, 3.199], [1.888, -6.190, -0.975], [2.555, -2.289, 1.973], [3.634, -4.416, 2.503], [2.514, 3.268, 4.684], [3.818, 2.217, 4.100], [-3.804, -1.113, 5.305], [5.340, 2.330, 1.593], [-1.539, -6.786, 1.518], [1.978, 0.035, -6.679], [-4.187, 5.612, -1.033], [-2.813, -3.515, -3.085], [3.886, 2.848, -4.074], [-2.767, -3.259, -0.572], [0.675, -1.403, 1.906], [-0.480, -2.935, 3.034], [-1.769, 2.503, 4.250], [0.058, 5.138, -1.535], [-4.365, 3.098, -0.849], [2.360, 4.216, 0.547], [0.747, -4.077, -1.481]],
  "multiplicity": 2,
  "relative_energy_kj_mol": 368.62,
  "e_homo_ev": [-10.25, -10.25],
  "total_charge": 1
}

=====

{
  "formula": "C39H41MnN8O3",
  "method": "ωB97M-V with the def2-TZVPD basis set",
  "symbols": ["Mn", "O", "O", "O", "N", "N", "N", "N", "N", "N", "N", "N", "C", "C", "C", "C", "C", "C", "C", "C", "C", "C", "C", "C", "C", "C", "C", "C", "C", "C", "C", "C", "C", "C", "C", "C", "C", "C", "C", "C", "C", "C", "C", "C", "C", "C", "C", "C", "C", "C", "C", "H", "H", "H", "H", "H", "H", "H", "H", "H", "H", "H", "H", "H", "H", "H", "H", "H", "H", "H", "H", "H", "H", "H", "H", "H", "H", "H", "H", "H", "H", "H", "H", "H", "H", "H", "H", "H", "H", "H", "H", "H"],
  "positions_angstrom": [[0.037, 0.016, -0.011], [9.355, 0.023, 8.805], [-0.184, -0.635, -3.033], [0.321, 2.663, 0.970], [5.427, 0.015, 3.721], [0.157, -0.103, 1.990], [2.029, -0.015, 0.126], [-0.026, 0.297, -1.978], [0.153, 1.934, -0.112], [-2.072, 0.105, 0.002], [-2.663, -1.016, -0.430], [3.863, -0.039, 5.281], [7.583, 0.045, 5.660], [-0.257, -3.281, 1.973], [0.253, 4.001, -1.459], [1.474, -0.061, 2.417], [-2.774, 2.346, 0.773], [4.293, 0.079, -0.625], [-1.707, -4.632, -0.262], [0.433, -5.539, -0.780], [-0.809, -0.100, 2.909], [-0.573, -0.098, 4.263], [-0.180, -6.591, -1.456], [9.080, -0.005, 10.191], [2.464, -0.017, 1.428], [1.832, -3.468, 0.658], [0.305, -3.329, 0.541], [0.030, 1.620, -2.383], [5.955, -0.047, 7.399], [6.965, -0.039, 8.359], [-4.289, 0.347, 0.029], [4.763, 0.059, 0.690], [-4.877, -2.042, -0.876], [-0.015, -2.084, -0.291], [-3.997, -0.922, -0.432], [-3.042, 0.960, 0.292], [-0.314, -4.535, -0.170], [0.769, -0.083, 4.724], [3.199, -0.033, 4.081], [6.241, -0.005, 6.045], [1.788, -0.061, 3.802], [-1.560, -6.668, -1.537], [-0.036, 2.029, -3.828], [8.593, 0.053, 6.596], [4.186, 0.000, 3.128], [2.922, 0.051, -0.845], [-2.324, -5.676, -0.932], [3.856, 0.017, 1.726], [5.200, -0.010, 5.010], [0.130, 2.518, -1.340], [8.291, 0.011, 7.955], [-1.407, -0.105, 4.950], [2.315, -3.462, -0.322], [-1.824, -0.122, 2.531], [-4.651, -2.336, -1.903], [-1.832, 2.411, 1.320], [2.515, 0.088, -1.849], [0.989, -0.078, 5.786], [-5.919, -1.732, -0.830], [-3.600, 2.690, 1.399], [10.042, 0.020, 10.695], [-3.406, -5.717, -0.983], [4.929, -0.087, 7.744], [0.253, -2.513, 2.552], [-2.018, -1.782, -0.642], [-0.278, 1.172, -4.451], [0.511, 4.292, -2.479], [0.918, 2.441, -4.176], [-2.320, -3.870, 0.205], [-4.753, -2.922, -0.241], [0.132, -2.378, -1.339], [5.823, 0.084, 0.912], [2.223, -2.622, 1.224], [-0.673, 4.515, -1.174], [3.436, -0.054, 6.189], [-1.325, -3.049, 1.980], [0.568, -1.230, -2.932], [-2.037, -7.486, -2.063], [8.490, 0.861, 10.501], [-5.267, 0.783, 0.157], [7.805, 0.078, 4.601], [6.698, -0.074, 9.405], [1.026, 4.354, -0.774], [0.434, -7.354, -1.922], [-0.798, 2.796, -3.984], [-0.111, -4.244, 2.473], [8.550, -0.917, 10.477], [-2.682, 3.025, -0.078], [2.110, -4.388, 1.187], [1.514, -5.505, -0.740], [4.969, 0.128, -1.467], [9.634, 0.091, 6.298]],
  "multiplicity": 6,
  "relative_energy_kj_mol": 157.25,
  "e_homo_ev": [-1.80, -3.48],
  "total_charge": -1
}